C52H125N7O16 | ωB97M-V with the def2-TZVPD basis set

Structure (XYZ):
```
200
Properties=species:S:1:pos:R:3:forces:R:3:mulliken_charge:R:1
C 9.88556 18.57853 21.58390 0.69 0.71 -0.95 -1.57
C 9.46086 19.79599 20.71354 -0.63 0.99 0.47 1.46
C 8.35476 20.56888 21.49059 -0.48 -1.34 0.15 -2.05
C 10.68656 20.74159 20.60178 0.35 0.19 -1.12 0.45
C 10.51494 21.85366 19.55292 -1.55 0.51 1.09 -1.38
C 10.22221 21.27142 18.19021 -0.07 0.08 0.65 -0.44
C 8.94594 20.35502 18.18288 0.05 -0.55 0.31 0.92
C 7.56272 21.17700 18.25971 2.74 -0.35 -1.38 -1.70
C 9.09808 19.56579 16.76126 0.01 0.43 1.78 -0.98
N 9.02446 19.42351 19.36214 1.81 0.52 -1.50 1.53
O 8.14608 18.32796 19.24154 0.04 0.68 0.54 -0.69
H 9.13982 17.85667 21.91690 -0.27 0.33 -0.24 0.29
H 10.65160 18.07326 20.99569 0.07 -0.39 0.09 0.05
H 10.39317 19.02105 22.44099 -0.10 -0.21 0.23 0.62
H 7.50252 19.89038 21.45267 -0.51 0.25 -0.43 0.46
H 8.51158 20.57214 22.56924 0.60 0.54 0.04 0.44
H 8.08324 21.54945 21.09960 0.15 -0.15 0.14 0.27
H 10.91476 21.15470 21.58431 -0.12 0.03 0.08 0.85
H 11.59340 20.26062 20.23517 0.05 -0.84 0.37 -1.11
H 9.66400 22.45639 19.87028 -0.16 0.34 0.00 0.41
H 11.35748 22.54518 19.55264 0.16 -0.19 -0.11 0.20
H 11.17662 20.79581 17.96439 -0.38 -0.92 -0.60 -0.45
H 10.14086 22.04771 17.42939 -0.36 0.13 0.02 0.83
H 6.80194 20.44564 17.98687 -0.33 0.52 0.34 0.42
H 7.76802 21.90930 17.47888 -0.87 0.10 -0.47 0.41
H 7.43282 21.78924 19.15212 -0.18 -0.71 0.17 0.25
H 9.94950 18.89138 16.85278 0.12 -0.03 0.20 -0.33
H 9.39010 20.27808 15.98959 -0.29 0.14 0.00 0.41
H 8.25762 18.95715 16.42771 -0.27 0.29 0.24 0.43
H 8.82150 17.64576 19.23564 -0.34 -0.94 0.03 0.23
C 12.53872 15.22245 22.07057 -0.04 -0.16 0.10 -1.40
C 13.85108 14.45384 22.18017 -0.74 -0.49 -0.82 2.42
C 14.94534 15.31696 22.73737 0.59 1.05 -0.10 -1.88
C 13.58548 13.28410 23.09498 -0.03 -0.78 1.32 -1.58
C 12.72246 12.15562 22.57942 0.50 -0.70 -0.97 -0.58
C 13.36288 11.61603 21.29331 -0.61 0.18 0.50 -1.36
C 13.58552 12.70498 20.24362 -0.64 0.43 -0.46 2.33
C 14.44758 12.09149 19.16479 0.94 0.14 -0.28 -1.76
C 12.23600 13.02688 19.51554 -0.11 -0.13 0.66 -1.00
N 14.27608 13.88403 20.87948 0.71 -1.29 0.37 -0.09
O 14.63732 14.88972 19.96350 -0.35 -0.50 0.09 -0.15
H 12.56918 16.02725 21.33609 -0.15 -0.07 -0.17 -0.05
H 11.80118 14.45130 21.84814 -0.41 0.54 -0.33 0.31
H 12.27012 15.66011 23.03203 0.04 0.09 0.05 0.43
H 15.05678 16.21996 22.13715 -0.04 0.03 -0.23 0.05
H 14.70792 15.69754 23.73079 -0.13 -0.32 0.19 0.46
H 15.93340 14.85682 22.74784 -0.14 -0.35 0.06 0.44
H 14.54498 12.86758 23.40152 0.12 -0.07 0.09 0.36
H 13.06198 13.61006 23.99376 0.38 0.53 0.24 0.43
H 12.70732 11.30263 23.25785 0.01 0.23 0.45 0.45
H 11.67976 12.45485 22.47299 -0.04 0.07 -0.31 0.27
H 12.76928 10.80020 20.88080 -0.32 0.18 -0.35 0.31
H 14.28336 11.10125 21.56863 0.43 0.40 -0.01 0.44
H 14.50512 12.69925 18.26179 0.03 0.23 0.10 -0.16
H 14.02858 11.13365 18.85642 -0.08 -0.08 0.12 0.37
H 15.45658 11.93625 19.54676 0.12 -0.06 -0.08 0.57
H 12.17382 14.05616 19.16225 -0.03 0.03 -0.03 -0.06
H 11.37744 12.80442 20.14917 -0.10 0.37 0.27 0.26
H 12.07548 12.36542 18.66419 0.29 0.03 -0.06 0.01
H 13.78802 15.23072 19.67362 -0.28 0.59 -0.51 0.03
C 14.32978 22.56882 20.29740 2.02 -0.62 0.30 -0.66
O 14.98154 21.45548 19.60958 -0.70 0.02 0.08 -0.01
C 16.25006 21.10253 20.19541 0.28 -0.38 -0.62 -0.35
C 17.03123 20.15986 19.23058 -0.62 -0.53 -0.47 -0.96
N 16.57858 18.76925 19.04945 0.61 -0.23 0.27 1.39
C 16.69498 17.90994 20.25324 0.75 0.57 -1.03 1.51
C 18.16246 17.53730 20.64031 -0.89 -1.20 0.95 -1.25
O 18.98240 18.51678 21.21049 0.21 0.36 -1.00 -0.40
C 18.64540 18.98165 22.47552 1.07 1.68 0.04 -0.41
H 14.25956 22.30721 21.35321 -0.33 0.05 0.13 0.04
H 13.36838 22.92063 19.92315 0.20 -0.73 -0.47 0.11
H 15.06684 23.36766 20.21561 -0.25 0.51 0.15 0.41
H 16.14000 20.63984 21.17617 -0.39 -0.11 0.17 -0.14
H 16.84266 22.00299 20.35698 0.10 0.25 -0.11 0.68
H 18.09123 20.02321 19.44474 -0.03 0.71 0.64 0.75
H 17.00204 20.61839 18.24215 -0.11 0.20 -0.11 -0.03
H 15.62954 18.67748 18.71631 0.10 0.24 0.05 -0.53
H 16.15646 16.98963 20.02713 0.12 -0.13 0.08 -0.26
H 16.12064 18.41685 21.02865 0.31 -0.29 0.77 -0.74
H 18.75179 16.99514 19.90081 -0.23 0.82 -0.94 0.29
H 18.14226 16.71945 21.36059 -0.77 -0.22 0.61 0.46
H 17.67144 19.46654 22.54177 -0.54 -0.79 0.22 -0.03
H 19.29346 19.85195 22.57890 0.25 0.16 0.20 0.27
H 18.97014 18.34458 23.29819 -0.73 -0.54 0.01 0.34
C 13.38332 19.32032 22.93301 -0.74 0.78 0.68 0.34
O 13.13160 20.08174 24.13050 0.54 -0.16 0.05 -0.42
C 14.00696 21.17046 24.39122 0.29 -0.18 0.58 -0.18
C 14.00406 21.51003 25.90576 0.19 0.07 -2.71 -0.91
N 14.77516 20.58559 26.69636 -0.81 1.22 1.09 -0.32
C 14.47346 20.98451 28.09159 1.59 -1.18 0.37 -0.53
C 15.05176 19.99711 29.07502 -0.94 -1.41 -0.14 -0.59
O 14.39630 18.72314 28.92064 0.05 0.78 0.37 -0.29
C 14.61092 17.79292 29.96809 -0.86 -0.07 -0.80 -0.76
H 14.43232 19.05390 22.80374 0.12 -0.01 0.10 0.26
H 13.01686 19.88542 22.07600 0.22 -0.05 -0.26 -0.28
H 12.75852 18.43329 23.03748 0.22 -0.09 -0.12 -0.02
H 13.74896 22.06765 23.82856 -0.46 0.13 -0.17 0.27
H 15.03086 20.94453 24.09338 0.26 -0.35 -0.05 0.12
H 12.94588 21.60903 26.14772 -0.22 -0.07 0.54 0.40
H 14.47018 22.49308 25.97259 -0.06 0.18 0.20 0.37
H 14.45936 19.64528 26.50613 -0.20 -0.23 0.32 0.29
H 13.42706 21.20463 28.30304 -0.29 -0.36 -0.11 0.33
H 15.01824 21.86830 28.42358 0.11 0.60 -0.86 0.32
H 14.88132 20.41814 30.06587 0.17 -0.22 0.36 0.40
H 16.09900 19.75619 28.89240 0.32 0.72 0.08 0.34
H 15.64184 17.70454 30.31084 0.20 -0.01 -0.27 0.30
H 14.23012 16.88752 29.49551 0.43 -0.43 0.47 0.24
H 13.97334 17.98747 30.83049 -0.03 0.29 0.19 0.28
C 15.64520 19.90372 11.65739 -0.87 -1.18 0.40 -0.89
O 14.62410 18.98405 12.09053 1.47 0.44 0.30 -0.03
C 13.43830 18.92897 11.30727 1.13 0.40 0.95 -1.02
C 12.60362 17.93154 12.05386 -1.71 0.75 0.24 0.00
N 11.75754 18.62783 13.04046 -0.75 0.34 -0.78 -0.54
C 10.83516 17.70697 13.72179 1.77 0.09 0.48 1.36
C 9.97716 16.90107 12.79561 -0.44 0.86 -0.38 -1.25
O 10.64652 15.78909 12.23928 -1.06 -0.30 0.26 -0.09
C 9.70806 15.09032 11.44153 1.48 -1.53 -0.48 -0.97
H 16.58658 19.60406 12.11794 0.02 -0.42 -0.27 0.20
H 15.49070 20.90497 12.05954 -0.49 0.34 -0.58 0.28
H 15.67274 19.79444 10.57323 0.44 0.70 -0.10 0.43
H 13.64802 18.64207 10.27683 0.14 -0.15 -0.17 0.48
H 13.02792 19.93844 11.33259 -0.64 -0.05 -0.28 0.39
H 13.21176 17.23010 12.62504 0.38 -0.49 -0.67 -0.05
H 11.91462 17.45670 11.35535 0.35 -0.35 0.10 0.39
H 12.38112 19.07977 13.69391 -0.13 -0.07 0.48 0.33
H 10.28604 18.21316 14.51573 -0.29 0.26 -0.42 -0.42
H 11.47794 17.02212 14.27488 -0.09 -0.71 0.32 -0.47
H 9.67198 17.48741 11.92891 -0.18 0.65 0.02 0.48
H 9.04876 16.61568 13.29029 -0.02 -0.38 0.27 0.61
H 10.33058 14.30925 11.00508 -0.20 -0.32 -0.15 0.28
H 9.28846 15.60532 10.57734 -0.07 0.73 0.25 0.35
H 8.92172 14.58211 11.99965 -0.17 0.32 0.32 0.32
C 15.20536 14.03375 15.92456 -1.09 -0.19 -0.27 -1.31
O 13.85596 14.52222 16.12152 0.52 0.27 1.11 0.69
C 13.00072 14.31646 15.03384 0.82 -0.58 -1.65 0.75
C 12.40536 12.90849 14.73827 0.42 1.05 0.31 -1.40
N 11.62578 12.46225 15.86334 -0.30 0.69 -0.25 0.86
C 10.80566 11.29277 15.68497 1.15 -1.27 1.07 -0.87
C 11.58680 9.97864 15.97267 -0.91 -0.32 0.22 -0.79
O 11.84564 9.78284 17.40294 -1.00 0.38 -2.22 -0.16
C 12.10750 8.42620 17.75904 0.65 1.66 0.93 -0.84
H 15.88268 14.29096 16.73891 -0.70 -0.13 0.52 0.24
H 15.70952 14.46879 15.06161 -0.43 0.01 -0.52 0.34
H 15.07164 12.95785 15.81204 0.77 -0.19 -0.04 0.39
H 13.58204 14.59751 14.15566 0.02 -0.07 -0.55 0.56
H 12.16206 15.01098 14.98496 0.01 0.15 0.91 -1.09
H 13.11484 12.14978 14.40799 0.45 0.05 -0.16 0.31
H 11.78690 13.18156 13.88325 -0.39 -0.46 -0.14 0.46
H 12.25866 12.31726 16.63700 -0.10 0.10 0.28 -0.48
H 10.34636 11.20968 14.69996 0.24 0.29 -0.17 0.55
H 9.98882 11.33503 16.40544 -0.16 -0.10 0.07 0.34
H 12.49858 9.84569 15.39037 0.49 0.57 0.15 0.36
H 10.95506 9.21046 15.52669 -0.33 -0.63 0.63 0.50
H 12.45650 8.62140 18.77304 0.24 -0.81 0.20 0.18
H 12.94394 8.06396 17.16135 -0.23 -0.54 -0.08 0.38
H 11.22640 7.78922 17.83664 -0.03 -0.04 -0.58 0.30
C 14.84454 21.87319 16.26620 0.00 -0.92 0.53 -0.95
O 15.09118 20.44342 16.07033 1.35 1.51 -0.73 -0.04
C 16.26020 20.22755 15.20382 -0.42 -0.31 0.21 -0.80
C 16.62206 18.75463 15.04587 0.43 0.11 1.23 0.08
N 17.60610 18.32669 16.06169 -0.02 -0.59 -0.56 -0.39
C 17.83056 16.88521 16.15647 -0.06 0.15 -0.14 0.38
C 18.88130 16.37099 15.20403 1.61 0.83 0.42 -1.08
O 18.50660 16.40158 13.85114 -0.21 -0.43 -1.24 -0.18
C 19.60603 16.19055 12.95062 0.40 -0.70 1.08 -0.95
H 14.39732 21.96057 17.25639 -0.39 -0.04 -0.22 0.03
H 14.22464 22.30666 15.48139 -0.15 -0.26 -0.05 0.29
H 15.74166 22.48705 16.34652 0.47 -0.38 -0.25 0.36
H 17.07634 20.79713 15.64833 0.24 -0.09 -0.03 0.59
H 16.10762 20.58886 14.18682 -0.54 0.46 0.17 0.07
H 17.06286 18.58603 14.06334 0.00 0.07 0.01 0.20
H 15.70800 18.16178 15.07954 -0.33 -0.12 -0.01 -0.10
H 17.44104 18.64899 17.00455 -0.62 0.27 0.01 0.22
H 16.95858 16.23821 16.06089 -0.69 0.26 -0.38 -0.45
H 18.12216 16.67692 17.18588 0.52 0.04 0.00 0.18
H 19.30184 15.43533 15.57252 -0.49 -0.88 -0.39 0.52
H 19.76322 17.00660 15.28359 0.14 0.58 0.25 0.46
H 19.34462 16.06334 11.90010 -0.67 0.52 0.26 0.26
H 20.12898 15.26681 13.19827 -0.13 -0.48 0.23 0.35
H 20.40580 16.91975 13.07995 -0.27 0.65 -0.12 0.36
O 13.74290 18.75563 19.42022 0.89 -0.08 0.81 0.84
C 12.78210 18.25672 18.56517 -1.74 -1.06 -0.38 0.53
C 13.26024 17.70348 17.22170 0.16 1.58 0.08 0.47
O 13.09212 18.75205 16.25764 -0.83 -1.10 -0.36 0.23
H 14.04614 19.61084 19.10674 -0.03 0.58 0.12 -0.60
H 12.19912 17.48927 19.07435 0.31 -0.39 0.49 -0.43
H 12.01580 19.01716 18.41488 -0.05 0.05 -0.57 -0.30
H 12.73450 16.79502 16.92778 -0.15 0.21 -0.17 -0.76
H 14.32760 17.48517 17.25614 0.17 -0.46 0.28 -0.41
H 13.81592 19.36999 16.38355 0.42 0.33 -0.32 0.10
O 9.31218 14.21523 15.96642 -2.19 0.19 -1.31 -0.71
C 9.81036 14.61057 17.17700 2.17 -0.59 0.21 1.17
C 9.04830 15.68153 17.84252 -0.86 0.99 0.36 -0.18
O 9.58609 15.88252 19.15650 0.16 0.08 -0.15 -0.41
H 9.90326 13.67780 15.43408 0.63 0.01 0.69 0.26
H 9.89882 13.80730 17.90845 -0.08 -0.58 0.05 -0.19
H 10.83210 14.95890 17.02590 0.34 0.18 0.29 -0.47
H 7.99034 15.44321 17.95228 -0.18 -0.05 -0.32 0.36
H 9.13308 16.64380 17.33759 -0.04 -0.07 -0.14 -0.13
H 9.26580 15.14684 19.68355 0.11 0.00 0.30 0.22
```
Positions in Å, forces in eV/Å.

- Highest occupied orbital energy: -7.36 eV
- Orbital gap: 8.02 eV
- Molecular weight: 1104.605 g mol⁻¹
- Structure (SMILES): CC1(C)CCCC(C)(C)N1O.CC1(C)CCCC(C)(C)N1O.COCCNCCOC.COCCNCCOC.COCCNCCOC.COCCNCCOC.COCCNCCOC.OCCO.OCCO
- Energy relative to the best compared isomer or geometry (same formula, charge and spin): 2.044 eV